The following is a quantum chemistry calculation of 12 unconnected molecules or ions with the total composition C91H200F6N9O8, from the OMol25 dataset.

Positions of all 314 atoms, in Å:
C: 0.8493 4.1254 -12.7432
C: -0.3444 3.1528 -12.7457
C: 0.1351 1.7136 -12.2219
N: -0.8745 0.6281 -12.4300
C: -0.8327 0.2483 -13.8658
C: -2.3618 0.8202 -12.0429
C: -2.4552 0.7308 -10.5261
C: -1.2126 -0.0990 -10.1540
C: -0.5741 -0.4633 -11.5082
H: 1.5827 3.7993 -13.4445
H: 1.3929 4.1113 -11.8015
H: 0.6848 5.1846 -12.9901
H: -0.6906 3.0563 -13.8095
H: -1.1102 3.5844 -12.0894
H: 0.2896 1.7043 -11.1209
H: 1.0350 1.2956 -12.7408
H: 0.2066 -0.0362 -14.1603
H: -1.0299 1.1802 -14.3938
H: -1.5651 -0.5087 -14.1038
H: -2.8279 -0.0074 -12.5768
H: -2.7022 1.7476 -12.5192
H: -3.4173 0.2958 -10.2282
H: -2.4032 1.6538 -9.9884
H: -1.3132 -1.0100 -9.5622
H: -0.5476 0.5840 -9.5841
H: -0.9187 -1.4206 -11.8925
H: 0.4918 -0.5857 -11.3804
C: -0.1784 -0.9199 1.6931
C: -0.9443 -0.1927 0.5727
C: -1.3070 1.1664 1.0776
N: -2.2148 1.9939 0.1488
C: -1.7913 1.9699 -1.2923
C: -2.1477 3.3916 0.7361
C: -3.5526 3.8904 0.7570
C: -4.3283 2.6616 1.1859
C: -3.6542 1.5025 0.3609
H: 0.6361 -0.2633 1.9741
H: 0.1645 -1.8700 1.3532
H: -0.7739 -1.1312 2.6373
H: -1.8145 -0.7625 0.2610
H: -0.3106 -0.0760 -0.3062
H: -0.4066 1.7973 1.0013
H: -1.6727 1.2139 2.1155
H: -1.7083 1.0254 -1.8012
H: -0.8849 2.5412 -1.4241
H: -2.5473 2.5113 -1.8504
H: -1.3913 3.8890 0.1419
H: -1.7729 3.2224 1.7538
H: -3.9555 4.1861 -0.2467
H: -3.7529 4.6942 1.3936
H: -5.3662 2.7877 0.8917
H: -4.3588 2.5201 2.2761
H: -4.0997 1.5110 -0.6358
H: -3.6154 0.5080 0.8541
C: 3.5394 6.7320 -0.5037
C: 4.4645 7.3680 0.5393
C: 4.5736 8.8768 0.5328
C: 5.6041 9.3956 1.5751
N: 5.7332 10.9291 1.6514
C: 6.8407 11.2382 2.6506
C: 6.6057 12.8133 2.9211
C: 5.1076 13.0066 2.6955
C: 4.5542 11.6535 2.2805
C: 6.1081 11.4711 0.3136
C: 7.3367 10.8842 -0.4918
C: 7.4155 11.7095 -1.7531
H: 4.0270 6.9595 -1.4672
H: 2.4809 7.0813 -0.3952
H: 3.6366 5.6592 -0.2784
H: 5.4550 6.9447 0.3328
H: 4.2628 7.0461 1.5593
H: 3.5651 9.2965 0.7660
H: 4.8484 9.2453 -0.4751
H: 6.6411 9.0167 1.3722
H: 5.2848 9.1498 2.5725
H: 7.8162 11.0444 2.2388
H: 6.6691 10.6828 3.5930
H: 7.2599 13.4451 2.3048
H: 6.9440 12.9544 3.9618
H: 4.9396 13.5557 1.8043
H: 4.6274 13.4020 3.5901
H: 3.7269 11.7247 1.5910
H: 4.2791 11.0055 3.1062
H: 6.3264 12.5331 0.4671
H: 5.2041 11.4901 -0.3230
H: 7.3161 9.8303 -0.8617
H: 8.2315 10.9238 0.1419
H: 6.6047 11.4216 -2.4454
H: 8.3618 11.5017 -2.2952
H: 7.3421 12.7900 -1.5071
C: -4.9277 -9.4503 -0.9926
C: -3.9091 -10.5848 -1.0467
C: -2.6193 -10.1947 -1.7528
C: -1.5060 -11.2945 -1.6250
N: -0.5002 -11.3029 -2.7089
C: -1.1272 -11.5442 -4.0640
C: -0.1570 -12.3263 -4.9222
C: 1.0445 -12.5985 -4.0359
C: 0.4233 -12.5085 -2.6235
C: 0.2218 -9.9739 -2.7587
C: 1.2255 -9.5569 -1.6719
C: 1.4142 -8.0748 -1.8560
H: -4.4005 -8.5231 -0.6775
H: -5.7717 -9.7307 -0.3811
H: -5.2413 -9.3235 -2.0831
H: -4.3321 -11.4474 -1.5703
H: -3.6483 -10.8497 -0.0452
H: -2.2956 -9.2429 -1.3718
H: -2.8516 -10.1150 -2.8139
H: -2.0200 -12.2624 -1.6193
H: -0.9666 -11.0510 -0.6756
H: -1.4662 -10.5890 -4.5018
H: -1.9580 -12.1761 -3.7608
H: 0.1558 -11.7536 -5.7614
H: -0.6180 -13.2680 -5.2420
H: 1.8658 -11.8069 -4.0949
H: 1.5854 -13.5476 -4.2334
H: 1.1627 -12.3710 -1.8187
H: -0.2603 -13.3361 -2.4768
H: -0.5536 -9.2117 -2.8352
H: 0.7431 -9.9434 -3.7408
H: 2.1378 -10.1386 -1.8076
H: 0.8211 -9.8398 -0.7034
H: 0.5309 -7.4864 -1.6441
H: 1.7254 -7.8822 -2.8836
H: 2.2878 -7.6222 -1.3168
C: -5.3573 -2.6348 3.7615
C: -5.0474 -4.0946 3.9817
C: -5.0102 -4.4499 5.4949
C: -4.8888 -5.9552 5.6880
N: -4.3874 -6.4168 7.1310
C: -3.0496 -5.8557 7.4497
C: -2.1223 -6.5758 6.5219
C: -2.7835 -7.9677 6.2604
C: -4.0424 -7.9706 7.1015
C: -5.4168 -5.9025 8.1054
C: -5.2654 -6.4596 9.5505
C: -6.0066 -7.8075 9.7939
H: -4.7953 -1.9129 4.3401
H: -6.3746 -2.3946 4.0872
H: -5.2712 -2.3499 2.6918
H: -4.0964 -4.3853 3.5139
H: -5.8340 -4.7547 3.5892
H: -5.8646 -3.9544 6.0151
H: -4.1108 -3.9760 5.9649
H: -4.1775 -6.3611 4.9356
H: -5.8537 -6.5138 5.6047
H: -2.8148 -6.1287 8.4763
H: -3.1241 -4.7880 7.4630
H: -1.1421 -6.7283 6.8954
H: -2.0403 -6.0527 5.5550
H: -2.0931 -8.7442 6.5417
H: -2.9992 -8.1240 5.2302
H: -3.8867 -8.3605 8.1160
H: -4.8417 -8.4948 6.6016
H: -6.3902 -6.0731 7.6469
H: -5.2707 -4.8275 8.1603
H: -5.7876 -5.7777 10.2176
H: -4.1964 -6.5047 9.7928
H: -5.4572 -8.6662 9.3983
H: -6.9555 -7.6543 9.2754
H: -6.1536 -8.0071 10.8609
C: 11.7634 -7.6337 3.5404
C: 10.5749 -6.6346 3.3891
C: 9.6658 -6.9560 2.1803
C: 10.4252 -6.6494 0.8762
N: 9.5991 -6.7286 -0.4392
C: 10.4945 -6.7098 -1.6984
C: 9.7523 -5.9410 -2.7882
C: 8.4365 -5.5076 -2.1041
C: 8.7641 -5.4995 -0.6230
C: 8.7075 -7.9397 -0.3823
C: 9.2263 -9.4273 -0.2357
C: 8.0216 -10.3023 -0.4380
H: 12.3739 -7.3947 4.4694
H: 12.4282 -7.5588 2.6572
H: 11.3861 -8.6383 3.5701
H: 10.8855 -5.5757 3.3028
H: 9.9384 -6.6307 4.2580
H: 8.7053 -6.4706 2.1065
H: 9.4971 -8.0429 2.1447
H: 11.2095 -7.3773 0.6899
H: 10.9805 -5.7032 0.8742
H: 10.7052 -7.7799 -1.8304
H: 11.4087 -6.2091 -1.4183
H: 9.5816 -6.5334 -3.6814
H: 10.3581 -5.1147 -3.1327
H: 7.5607 -6.1225 -2.2503
H: 8.1206 -4.5033 -2.3611
H: 7.8684 -5.4343 -0.0070
H: 9.3992 -4.6453 -0.3756
H: 8.1472 -7.8829 -1.3106
H: 7.9338 -7.7422 0.3773
H: 9.5889 -9.5540 0.8133
H: 10.0086 -9.6751 -0.9611
H: 7.3540 -10.4326 0.3981
H: 8.4716 -11.2570 -0.7122
H: 7.4311 -10.0387 -1.3352
C: -6.8621 5.9963 -6.7666
C: -7.0034 6.2146 -5.2202
C: -7.9485 7.1645 -4.6004
C: -9.4277 6.8029 -4.7832
N: -10.3371 7.9744 -4.5196
C: -11.7873 7.4724 -4.7567
C: -11.9301 7.3772 -6.2329
C: -10.8811 8.3487 -6.8257
C: -10.2161 8.9811 -5.6157
C: -10.1835 8.5901 -3.1660
C: -9.9440 7.6166 -2.0521
C: -9.7808 8.4296 -0.7434
H: -7.8878 5.9946 -7.0892
H: -6.2901 5.0846 -6.9566
H: -6.2933 6.8592 -7.2323
H: -6.0541 6.3583 -4.6984
H: -7.0444 5.1390 -4.8180
H: -7.7200 8.0912 -5.1066
H: -7.7422 7.2420 -3.5555
H: -9.9035 5.9383 -4.2413
H: -9.6357 6.5028 -5.8560
H: -12.4476 8.2771 -4.4040
H: -11.9045 6.5660 -4.1557
H: -12.9765 7.6469 -6.5695
H: -11.8296 6.3218 -6.5359
H: -11.3898 9.2353 -7.2280
H: -10.2394 7.8191 -7.6262
H: -10.9049 9.7877 -5.1774
H: -9.1989 9.3688 -5.7720
H: -11.0981 9.1341 -2.9543
H: -9.3940 9.3325 -3.2852
H: -9.0468 6.9421 -2.2194
H: -10.7763 6.9313 -1.9093
H: -10.8054 8.8724 -0.4922
H: -8.9759 9.1919 -0.7569
H: -9.5880 7.9054 0.1906
C: 8.3390 -1.6790 4.6942
O: 8.5967 -0.3200 4.6135
C: 8.1686 0.4501 5.7196
C: 8.6313 1.9143 5.5400
N: 8.0849 2.4151 4.1960
H: 8.5900 3.2792 3.9978
H: 8.4718 1.6974 3.5526
C: 6.5686 2.4985 4.1391
C: 6.2137 3.0778 2.8071
O: 6.3663 1.9567 1.9801
C: 5.7558 2.1127 0.7258
H: 7.3067 -1.9532 4.9145
H: 8.9322 -2.1382 5.4839
H: 8.5580 -2.1047 3.7112
H: 8.6599 0.1154 6.6168
H: 7.0978 0.3624 5.9118
H: 9.7201 1.9319 5.4087
H: 8.2287 2.4932 6.3862
H: 6.1441 3.0658 4.9618
H: 6.1386 1.4958 4.2842
H: 6.7487 3.9934 2.5918
H: 5.1662 3.3978 2.7839
H: 6.4113 2.6161 -0.0071
H: 4.7816 2.6141 0.8926
H: 5.5300 1.0983 0.3825
C: -3.9102 5.2500 3.9453
O: -3.4319 3.9417 3.8941
C: -3.6694 3.2768 5.1792
C: -2.9101 3.9144 6.3056
N: -1.4588 3.8470 6.0283
H: -1.2233 3.0401 5.2435
H: -1.1660 4.7473 5.5977
C: -0.6569 3.8485 7.3017
C: -1.1167 4.9003 8.2697
O: -1.1201 6.1523 7.5578
C: -1.3205 7.2491 8.3931
H: -3.3364 5.9954 4.4468
H: -4.8556 5.2180 4.4776
H: -4.1177 5.6381 2.9491
H: -3.2560 2.2527 4.9805
H: -4.7419 3.1172 5.4906
H: -3.1134 3.2918 7.1563
H: -3.2510 4.9177 6.5329
H: 0.3637 3.9704 6.9546
H: -0.6817 2.8734 7.7806
H: -0.3742 4.9421 9.1167
H: -2.1304 4.7205 8.6904
H: -1.3730 8.1397 7.7724
H: -0.3873 7.4600 8.9420
H: -2.2414 7.1095 9.0334
C: -3.5989 -3.0725 -2.7822
O: -4.5363 -3.9564 -2.8265
O: -2.7024 -3.1349 -1.9177
C: -3.3542 -2.0754 -3.9210
F: -2.6277 -2.7542 -4.8307
F: -4.4172 -1.5950 -4.6150
F: -2.5791 -1.1067 -3.4946
C: -5.3508 -3.9233 -4.0711
C: -5.8703 -5.3185 -4.1812
H: -6.5513 -5.4331 -3.3671
H: -6.3923 -5.4455 -5.1406
H: -5.0777 -6.0930 -4.0779
H: -4.6738 -3.7558 -4.8906
H: -6.1723 -3.1935 -4.0416
H: -14.6657 2.2052 -3.9702
C: 0.5434 1.9441 4.2526
O: 0.9992 2.1618 5.7194
O: -0.7524 2.1516 4.0500
C: 1.4194 3.0462 3.5600
F: 1.1873 2.9199 2.2150
F: 1.0075 4.2720 3.8197
F: 2.7478 2.9637 3.7059
C: 1.3049 0.9013 6.4596
C: 2.1560 1.3526 7.5989
H: 2.6489 0.4730 8.0658
H: 2.9028 1.9792 7.1367
H: 1.5651 1.9117 8.3244
H: 1.7432 0.1852 5.7939
H: 0.4010 0.5068 6.8521
H: 0.8635 0.9332 3.9476

- net charge = +7
- DFT total energy (eV) = -143630.820
- max |F| (eV Å⁻¹) = 4.79
- gap between HOMO and LUMO (eV) = 0.787